[1]
Below is a 3-piece molecular cluster, C16H28F6INO9P3 overall at a distorted geometry, with properties calculated with ωB97M-V/def2-TZVPD.

The geometry in ORCA input format:
```
! wB97M-V def2-TZVPD RIJCOSX def2/J DEFGRID3
* xyz -1 1
C -1.401 -2.010 -2.392
P -1.612 -0.189 -1.861
C -0.423 0.789 -3.056
C -1.047 0.140 -0.068
O 0.409 0.441 -0.262
P 1.265 0.305 1.279
C 0.517 2.036 1.595
C 1.457 3.048 2.478
O 0.806 3.927 3.284
I 3.660 3.100 2.413
O 2.130 -1.166 0.923
N 3.434 -0.755 0.815
O 4.175 -1.728 0.724
O -0.020 -0.644 2.020
C -1.093 -1.055 1.053
P -2.598 -1.222 2.224
C -2.312 -2.920 3.128
C -4.241 -1.471 1.283
H -2.158 -2.183 -3.299
H -0.323 -2.183 -2.871
H -1.685 -2.807 -1.584
H -0.604 0.483 -4.195
H -0.586 1.946 -2.989
H 0.718 0.534 -2.852
H -1.721 1.079 0.227
H 2.353 0.937 0.569
H 2.001 0.288 2.544
H 0.317 2.521 0.523
H -0.533 1.956 2.136
H -0.774 -2.107 0.620
H -1.189 -3.254 2.906
H -2.999 -3.773 2.675
H -2.417 -2.829 4.291
H -4.828 -0.449 1.095
H -4.954 -2.090 2.014
H -4.165 -2.088 0.292
C -8.687 0.953 -3.438
C -7.794 -0.219 -3.075
O -6.686 -0.304 -3.984
C -5.610 0.498 -3.702
O -5.559 1.261 -2.741
C -4.489 0.270 -4.715
F -4.944 0.197 -6.000
F -3.817 -0.894 -4.484
F -3.551 1.259 -4.704
H -9.006 0.885 -4.483
H -9.575 0.976 -2.798
H -8.155 1.903 -3.328
H -8.357 -1.153 -3.172
H -7.448 -0.157 -2.037
C 7.709 -1.412 3.045
C 8.652 -0.713 2.084
O 8.166 0.600 1.770
C 8.477 1.590 2.666
O 9.128 1.405 3.691
C 7.943 2.939 2.185
F 6.671 2.860 1.697
F 8.702 3.462 1.180
F 7.912 3.882 3.168
H 6.691 -1.427 2.643
H 8.033 -2.441 3.226
H 7.665 -0.888 4.005
H 8.695 -1.270 1.142
H 9.673 -0.671 2.480
*
```

DFT total energy (Eh): -3279.1275
Kohn-Sham gap (eV): 7.3



[2]
Below is C16H28F6KN10O6S3 as an isolated structure at a distorted geometry, with properties calculated with ωB97M-V/def2-TZVPD.

The geometry in ORCA input format:
```
! wB97M-V def2-TZVPD RIJCOSX def2/J DEFGRID3
* xyz -2 2
K 0.956 -0.422 0.041
N -0.919 -1.518 1.620
C -0.725 -1.379 3.057
C 0.769 -1.246 3.385
N 1.426 -0.246 2.557
C 1.439 1.131 3.033
C 0.172 1.913 2.653
N -0.121 1.840 1.211
H -1.805 -1.079 1.347
H -0.900 -2.482 1.310
H -1.123 -2.219 3.642
H -1.261 -0.484 3.384
H 1.239 -2.214 3.186
H 0.884 -1.023 4.459
H 2.364 -0.550 2.323
H 2.285 1.641 2.588
H 1.559 1.182 4.129
H 0.308 2.943 3.003
H -0.696 1.516 3.177
H 0.248 2.647 0.720
H -1.136 1.844 1.102
O 2.096 -2.305 -0.301
N 2.119 -2.391 -1.604
C 3.217 -1.956 -2.274
C 3.356 -2.086 -3.630
C 2.337 -2.713 -4.350
C 1.210 -3.119 -3.688
C 1.035 -2.922 -2.294
S -0.410 -3.322 -1.473
H 3.977 -1.533 -1.633
H 4.247 -1.701 -4.104
H 2.430 -2.871 -5.418
H 0.394 -3.600 -4.204
N -1.291 0.131 -3.909
N -2.257 -0.699 -3.241
H -0.356 -0.222 -3.737
H -1.323 1.032 -3.452
H -1.909 -0.981 -2.329
H -2.322 -1.554 -3.773
F 4.314 0.943 -2.888
C 3.271 1.753 -3.059
F 2.581 1.320 -4.117
F 3.707 2.975 -3.329
S 2.112 1.754 -1.578
O 1.068 0.858 -1.992
O 1.789 3.141 -1.380
N 2.947 1.101 -0.386
S 4.131 2.001 0.224
O 4.920 2.692 -0.764
O 3.799 2.714 1.422
C 5.196 0.636 0.789
F 5.543 -0.161 -0.220
F 4.597 -0.093 1.730
F 6.301 1.169 1.306
C -5.428 2.636 2.325
N -5.096 1.371 1.726
C -6.097 0.584 1.109
C -5.681 -0.574 0.430
C -4.346 -0.873 0.399
N -3.383 -0.096 1.002
C -3.747 1.044 1.619
O -2.931 1.853 2.124
N -3.855 -2.054 -0.205
H -6.510 2.766 2.281
H -4.946 3.468 1.804
H -5.104 2.683 3.367
H -7.120 0.913 1.206
H -6.411 -1.212 -0.059
H -4.280 -2.247 -1.098
H -2.850 -2.043 -0.301
*
```

ΔE to the lowest compared entry with this formula, charge and spin (kcal/mol): 30.8
DFT total energy (Eh): -4019.2039
Kohn-Sham gap (spin up / spin down) (eV): 3.4 / 6.3



Copy entry 2 word for word.
Below is C16H28F6KN10O6S3 as an isolated structure at a distorted geometry, with properties calculated with ωB97M-V/def2-TZVPD.

The geometry in ORCA input format:
```
! wB97M-V def2-TZVPD RIJCOSX def2/J DEFGRID3
* xyz -2 2
K 0.956 -0.422 0.041
N -0.919 -1.518 1.620
C -0.725 -1.379 3.057
C 0.769 -1.246 3.385
N 1.426 -0.246 2.557
C 1.439 1.131 3.033
C 0.172 1.913 2.653
N -0.121 1.840 1.211
H -1.805 -1.079 1.347
H -0.900 -2.482 1.310
H -1.123 -2.219 3.642
H -1.261 -0.484 3.384
H 1.239 -2.214 3.186
H 0.884 -1.023 4.459
H 2.364 -0.550 2.323
H 2.285 1.641 2.588
H 1.559 1.182 4.129
H 0.308 2.943 3.003
H -0.696 1.516 3.177
H 0.248 2.647 0.720
H -1.136 1.844 1.102
O 2.096 -2.305 -0.301
N 2.119 -2.391 -1.604
C 3.217 -1.956 -2.274
C 3.356 -2.086 -3.630
C 2.337 -2.713 -4.350
C 1.210 -3.119 -3.688
C 1.035 -2.922 -2.294
S -0.410 -3.322 -1.473
H 3.977 -1.533 -1.633
H 4.247 -1.701 -4.104
H 2.430 -2.871 -5.418
H 0.394 -3.600 -4.204
N -1.291 0.131 -3.909
N -2.257 -0.699 -3.241
H -0.356 -0.222 -3.737
H -1.323 1.032 -3.452
H -1.909 -0.981 -2.329
H -2.322 -1.554 -3.773
F 4.314 0.943 -2.888
C 3.271 1.753 -3.059
F 2.581 1.320 -4.117
F 3.707 2.975 -3.329
S 2.112 1.754 -1.578
O 1.068 0.858 -1.992
O 1.789 3.141 -1.380
N 2.947 1.101 -0.386
S 4.131 2.001 0.224
O 4.920 2.692 -0.764
O 3.799 2.714 1.422
C 5.196 0.636 0.789
F 5.543 -0.161 -0.220
F 4.597 -0.093 1.730
F 6.301 1.169 1.306
C -5.428 2.636 2.325
N -5.096 1.371 1.726
C -6.097 0.584 1.109
C -5.681 -0.574 0.430
C -4.346 -0.873 0.399
N -3.383 -0.096 1.002
C -3.747 1.044 1.619
O -2.931 1.853 2.124
N -3.855 -2.054 -0.205
H -6.510 2.766 2.281
H -4.946 3.468 1.804
H -5.104 2.683 3.367
H -7.120 0.913 1.206
H -6.411 -1.212 -0.059
H -4.280 -2.247 -1.098
H -2.850 -2.043 -0.301
*
```

ΔE to the lowest compared entry with this formula, charge and spin (kcal/mol): 30.8
DFT total energy (Eh): -4019.2039
Kohn-Sham gap (spin up / spin down) (eV): 3.4 / 6.3



> Which formula does entry 2 have?

C16H28F6KN10O6S3